No. 1
98
Properties=species:S:1:pos:R:3:forces:R:3 method="wB97M-V/def2-TZVPD" homo_lumo_gap_ev="5.5 / 5.5" lumo_energy_ev="-4.21 / -4.21" charge=+1 e_above_lowest_kcal_mol=73.34 spin_multiplicity=1
Ir -1.20370 -0.09350 0.75204 -1.718 3.164 -1.087
Br -3.63655 -4.07612 -5.06735 -0.010 -0.014 -0.024
C -3.29297 -2.83339 -3.68653 0.379 -0.618 0.306
C -3.80608 -1.53442 -3.79803 0.303 0.107 0.630
C -3.54513 -0.62981 -2.80260 -0.193 -0.083 -0.031
C -2.77374 -0.96097 -1.66288 0.327 -0.924 -0.122
O -2.54290 -0.03236 -0.80485 0.099 0.599 0.598
C -2.27852 -2.32077 -1.54634 -0.094 1.166 0.076
C -1.52464 -2.79381 -0.45353 0.290 0.504 0.602
N -1.19545 -2.11082 0.63790 -0.899 0.720 -2.003
C -0.57939 -2.66398 1.71870 1.367 -1.980 1.732
C -0.51308 -4.04180 1.98204 -0.397 1.712 -0.710
C 0.22962 -4.52225 3.04390 0.759 0.157 1.030
C 0.91014 -3.66619 3.88675 -0.265 -0.465 -0.382
C 0.81706 -2.27395 3.71324 -0.227 0.248 -0.227
C 1.44601 -1.34566 4.56814 -0.224 0.211 -0.405
C 1.26516 -0.00043 4.34576 0.113 -0.423 0.326
C 0.46961 0.41780 3.28780 -0.458 -0.316 -0.539
N -0.12161 -0.43401 2.44734 0.706 0.746 -0.005
C 0.04516 -1.76415 2.63761 0.159 -1.134 0.068
C -2.55473 -3.22122 -2.59185 -0.446 -0.007 -0.727
H -4.39419 -1.25357 -4.65528 -0.070 0.032 -0.142
H -3.92213 0.37822 -2.86879 -0.033 0.084 0.044
H -1.13431 -3.80090 -0.54553 -0.172 -0.189 0.166
H -1.04542 -4.73277 1.35237 -0.075 -0.133 -0.140
H 0.28370 -5.58666 3.20761 0.025 -0.107 0.033
H 1.51703 -4.05063 4.68888 0.067 -0.083 0.146
H 2.05620 -1.70232 5.38183 0.109 -0.031 0.113
H 1.72073 0.73407 4.98785 0.069 0.114 0.037
H 0.29605 1.47094 3.11637 -0.020 0.038 -0.145
H -2.19954 -4.23843 -2.51335 0.066 -0.069 -0.061
C -4.81375 0.76789 4.20227 0.028 0.069 -0.286
C -4.09843 0.74021 2.84837 0.230 -0.118 0.131
C -3.70010 -0.69723 2.54027 -0.048 0.222 -0.166
C -2.87803 1.67968 2.88935 -0.561 -0.230 0.383
C -3.28921 3.14371 3.16439 -0.158 -0.405 0.539
O -2.76265 3.87014 2.06567 0.197 0.159 -0.445
C -2.12489 3.01977 1.25715 0.092 -0.263 0.205
N -2.13379 1.78651 1.62497 1.060 -0.729 -1.111
C -1.46470 3.68456 0.12971 0.159 0.405 -0.497
C -1.82078 5.02864 -0.06261 -0.115 -0.033 0.052
C -1.22890 5.80626 -1.03575 0.113 -0.082 -0.085
C -0.20883 5.27639 -1.81056 -0.102 -0.060 0.099
C 0.15427 3.95610 -1.63453 0.085 -0.129 0.067
C -0.48488 3.13339 -0.70697 -0.296 -0.199 0.321
P -0.00516 1.37212 -0.85896 0.043 -0.855 0.955
C -0.46463 1.05744 -2.58962 -0.182 -0.448 0.204
C -1.44987 1.80325 -3.23473 0.091 -0.035 0.135
C -1.77611 1.51725 -4.54799 0.011 0.127 -0.067
C -1.12936 0.49946 -5.22984 0.051 -0.012 0.053
C -0.17210 -0.26519 -4.58362 -0.119 0.072 -0.199
C 0.13941 -0.00422 -3.26336 0.052 0.030 0.166
C 1.81140 1.49770 -0.81557 -0.177 -0.262 0.422
C 2.62551 1.52911 -1.94396 -0.262 0.048 -0.102
C 4.00045 1.60783 -1.79589 -0.024 0.001 0.017
C 4.56885 1.64098 -0.53284 -0.012 0.038 0.013
C 3.75984 1.62830 0.59270 -0.021 0.165 -0.019
C 2.38902 1.54837 0.45038 -0.118 0.182 -0.116
H -5.66987 0.09717 4.17252 -0.044 -0.011 0.063
H -5.17557 1.75795 4.45963 -0.104 0.134 0.085
H -4.14830 0.43543 4.99628 0.096 -0.081 0.100
H -4.78478 1.09115 2.06834 0.088 0.077 0.016
H -3.01520 -1.07944 3.29556 0.109 -0.090 0.085
H -3.23068 -0.75915 1.55273 -0.236 -0.167 0.090
H -4.57995 -1.33610 2.51734 -0.042 -0.109 0.005
H -2.19375 1.30752 3.66200 -0.052 0.013 -0.066
H -2.85672 3.54859 4.08192 -0.068 -0.026 -0.101
H -4.37265 3.29330 3.18367 0.174 -0.086 -0.043
H -2.58725 5.46067 0.56090 0.013 0.021 0.007
H -1.55142 6.82360 -1.18736 -0.036 0.125 0.057
H 0.28658 5.87635 -2.55762 0.067 0.064 -0.054
H 0.94897 3.53339 -2.23380 -0.021 0.062 -0.087
H -1.96339 2.59313 -2.70789 -0.073 0.102 -0.029
H -2.53568 2.09434 -5.05148 -0.103 0.110 -0.022
H -1.38006 0.29972 -6.25901 -0.030 -0.033 -0.153
H 0.33916 -1.05350 -5.11543 0.007 -0.129 0.015
H 0.85416 -0.61910 -2.73823 0.145 -0.064 -0.018
H 2.19489 1.46711 -2.93333 0.012 0.040 -0.047
H 4.62596 1.63269 -2.67566 0.060 -0.046 -0.067
H 5.64149 1.64825 -0.41502 0.090 0.047 0.000
H 4.20757 1.63556 1.57218 0.015 -0.027 0.082
H 1.75368 1.48523 1.32175 0.024 0.001 0.106
O 5.53827 -0.37936 1.72691 0.249 0.213 0.058
S 4.91049 -1.63707 1.44958 -0.524 -0.038 -0.588
O 5.09886 -2.70195 2.38218 0.068 -0.345 0.092
N 3.26122 -1.40364 1.21409 0.937 0.042 1.043
C 2.95216 -1.63764 -0.00716 -0.880 -0.127 -0.847
S 1.35949 -1.58643 -0.59631 -0.095 -0.338 -0.058
C 4.04135 -2.01395 -0.92838 0.679 -0.148 -0.161
C 3.97262 -2.24612 -2.29383 0.094 -0.007 0.194
C 5.13819 -2.60360 -2.95599 -0.097 -0.026 -0.010
C 6.33535 -2.74248 -2.26984 0.009 0.027 0.172
C 6.40486 -2.49382 -0.90095 0.227 -0.038 0.015
C 5.24962 -2.12189 -0.25466 -0.534 0.160 0.202
H 3.03183 -2.16027 -2.81917 -0.050 0.012 0.052
H 5.11125 -2.79544 -4.01762 0.001 -0.020 -0.113
H 7.21696 -3.05582 -2.80841 0.115 0.019 0.019
H 7.33526 -2.59891 -0.36805 0.157 0.002 0.079



No. 2
14
Properties=species:S:1:pos:R:3:forces:R:3 method="wB97M-V/def2-TZVPD" homo_lumo_gap_ev=10.2 lumo_energy_ev=-3.43 charge=+1 e_above_lowest_kcal_mol=10.65 spin_multiplicity=1
S 1.98831 0.23510 1.06696 0.162 0.040 0.062
H 2.19055 1.46275 1.55148 -0.090 0.160 -0.044
H 2.91331 -0.27345 1.88854 -0.040 -0.198 -0.046
C -1.68849 -0.76461 -1.87893 -0.213 0.077 0.576
N -0.84254 -0.16688 -0.77347 -0.040 -0.975 -0.590
C -1.57932 0.38063 0.36021 -1.456 0.704 1.172
H -0.98096 -1.10149 -2.63470 -0.417 0.169 -0.262
H -2.21648 -1.61545 -1.45106 0.145 -0.075 -0.012
H -2.46996 -0.05214 -2.20224 0.835 -0.170 -0.057
H -0.26418 0.57799 -1.14360 0.325 0.034 -0.275
H -0.21661 -0.90746 -0.43531 0.124 0.346 -0.111
H -2.35163 1.07237 -0.07290 0.509 -0.806 0.669
H -0.88047 0.99216 0.95470 -0.381 -0.467 -0.078
H -2.03188 -0.44486 1.00023 0.536 1.161 -1.003